Run A
Formula: C6H12N2S
Source: the OMol25 dataset
Level of theory: ωB97M-V with the def2-TZVPD basis set

Last columns: bonded neighbours and bond lengths (Å).
Cartesian coordinates (Å):
1 C 1.87 -0.28 -2.81  C2 1.490, H7 1.086, H8 1.092, H9 1.092
2 C 0.52 0.08 -2.31  C1 1.490, C3 1.343, N6 1.427
3 C -0.56 -0.69 -2.05  C2 1.343, N4 1.388, H10 1.076
4 N -1.57 0.16 -1.64  C3 1.388, C5 1.371, H11 0.997
5 C -1.03 1.42 -1.60  N4 1.371, N6 1.297, H12 1.077
6 N 0.20 1.44 -2.02  C2 1.427, C5 1.297
7 H 2.77 -0.11 -2.23  C1 1.086
8 H 1.99 0.31 -3.73  C1 1.092
9 H 1.81 -1.36 -2.99  C1 1.092
10 H -0.76 -1.74 -2.18  C3 1.076
11 H -2.50 -0.11 -1.39  N4 0.997
12 H -1.41 2.26 -1.05  C5 1.077
13 C -0.93 0.05 2.44  C14 1.518, H16 1.090, H17 1.094, H18 1.105
14 C -0.02 -0.69 3.41  C13 1.518, S15 1.870, H19 1.089, H20 1.081
15 S 1.43 0.41 3.83  C14 1.870, H21 1.335
16 H -0.44 0.83 1.86  C13 1.090
17 H -1.88 0.47 2.78  C13 1.094
18 H -1.32 -0.71 1.74  C13 1.105
19 H -0.55 -0.71 4.36  C14 1.089
20 H 0.53 -1.54 3.03  C14 1.081
21 H 1.83 0.50 2.56  S15 1.335

Output
frontier orbital gap: 0.35103 Eh
total charge: 0
LUMO energy: 0.71 eV


Run B
Formula: C6H12N2S
Source: the OMol25 dataset
Level of theory: ωB97M-V with the def2-TZVPD basis set

Last columns: bonded neighbours and bond lengths (Å).
Cartesian coordinates (Å):
1 C 2.85 -0.71 -0.89  C2 1.641, H7 1.087, H8 1.044, H9 1.075
2 C 1.28 -0.58 -0.41  C1 1.641, C3 1.504, H10 1.116, H11 1.102
3 C 0.87 0.58 0.45  C2 1.504, S4 1.810, C5 1.294
4 S 1.51 0.77 2.13  C3 1.810, H12 1.315
5 C 0.20 1.59 0.00  C3 1.294, N6 1.211
6 N -0.36 2.59 -0.40  C5 1.211, H13 1.098
7 H 2.99 -1.55 -1.56  C1 1.087
8 H 3.57 -0.83 -0.15  C1 1.044
9 H 3.10 0.13 -1.51  C1 1.075
10 H 1.04 -1.56 0.08  C2 1.116
11 H 0.79 -0.56 -1.39  C2 1.102
12 H 2.72 0.48 1.72  S4 1.315
13 H -1.42 2.74 -0.18  N6 1.098
14 H -3.36 1.63 -0.55  N15 0.969
15 N -3.01 0.92 0.01  H14 0.969, C16 1.242
16 C -2.63 -0.22 -0.32  N15 1.242, C17 1.545, H18 1.171
17 C -1.94 -1.00 0.83  C16 1.545, H19 1.071, H20 0.998, H21 1.064
18 H -2.81 -0.71 -1.36  C16 1.171
19 H -2.41 -1.92 1.13  C17 1.071
20 H -1.00 -1.22 0.57  C17 0.998
21 H -1.98 -0.57 1.80  C17 1.064

Output
frontier orbital gap: 0.33211 Eh
total charge: 0
LUMO energy: 0.79 eV


Which structure above is the least stable? It is run B.